# 1
17
Properties=species:S:1:pos:R:3:forces:R:3:nbo_charge:R:1 method="wB97M-V/def2-TZVPD" gap_ev="8.232 / 8.231" charge=+1 homo_energy_ev="-12.9 / -12.9"
C -0.1784 0.7558 0.8592 -3.018 -4.307 2.663 -0.07
C 1.8705 0.1008 -0.2865 0.578 0.403 0.552 -0.03
C -2.0391 1.4713 -0.6090 -0.826 -0.109 1.611 -0.43
N 0.6668 -0.1575 0.0531 0.564 0.317 -1.920 -0.07
N -1.6035 0.4607 0.4869 0.340 1.697 -1.335 -0.56
N -0.0677 -1.0743 -0.5697 -2.139 -2.075 -1.117 -0.57
S -1.7297 -1.1646 -0.0121 0.791 1.095 1.017 0.66
H -0.0272 0.3762 1.9402 -0.065 0.957 -1.592 0.26
H 0.0347 1.7468 0.6959 0.743 2.186 -0.266 0.24
H 0.8656 -2.7833 1.5472 -0.025 -0.003 -0.091 0.05
H 2.4240 -0.6578 -0.8332 0.014 0.444 -0.101 0.24
H 2.2316 1.1001 -0.0288 0.332 -0.704 0.188 0.24
H -1.1796 1.7291 -1.1700 0.756 0.033 -1.155 0.18
H -2.8710 1.0913 -1.2241 0.610 -0.069 0.352 0.24
H -2.3760 2.4303 -0.1515 0.126 -0.896 0.105 0.23
H 0.2093 -1.9796 -0.9993 1.002 1.347 0.587 0.45
H 0.4624 -2.5306 0.9725 0.215 -0.316 0.501 -0.07


# 2
36
Properties=species:S:1:pos:R:3:forces:R:3:nbo_charge:R:1 method="wB97M-V/def2-TZVPD" gap_ev=9.880 homo_energy_ev=-9.4
C 0.1762 -2.0780 0.7821 -0.041 -0.167 0.175 -0.61
C 0.5379 -1.4113 2.1066 0.010 0.127 -0.002 -0.39
C 0.4169 0.1105 2.0319 0.035 -0.116 0.192 -0.41
C 0.7660 0.7732 3.3578 -0.003 -0.165 -0.076 -0.24
N 0.5935 2.2274 3.2816 -0.303 -0.100 0.047 -0.34
O 1.7309 2.9142 3.8235 0.120 -0.032 0.009 -0.59
S 1.4164 3.3069 5.3800 0.067 0.165 0.171 1.77
O 2.1798 4.5048 5.6063 0.041 0.020 -0.093 -0.91
O 2.2431 2.0781 6.1237 -0.174 -0.151 -0.134 -0.87
S 3.8714 1.8622 5.7885 0.061 0.050 0.070 0.32
H -0.7183 -1.6252 0.3580 0.009 -0.001 -0.032 0.22
H 0.9802 -1.9751 0.0506 -0.064 0.043 0.001 0.20
H -0.0291 -3.1419 0.9226 0.120 0.025 -0.032 0.21
H -0.1162 -1.7789 2.9041 0.002 0.021 -0.049 0.20
H 1.5604 -1.6709 2.4021 -0.055 -0.055 -0.008 0.19
H 1.0840 0.4942 1.2517 -0.099 0.009 -0.035 0.20
H -0.6129 0.3649 1.7607 0.081 0.068 -0.095 0.21
H 1.7935 0.5293 3.6441 0.020 0.082 -0.103 0.19
H 0.1123 0.3844 4.1445 0.066 0.039 0.015 0.19
H 0.5928 2.5323 2.3150 0.138 0.027 0.032 0.36
H 3.7128 0.9099 4.8529 -0.016 0.044 -0.004 0.09
C -1.3661 -1.3741 -5.2498 -0.025 0.009 0.002 -0.41
C -1.3614 0.1607 -5.2396 -0.001 -0.003 0.003 -0.40
C -2.0410 0.6105 -3.9428 0.022 0.070 -0.077 -0.67
S -1.7501 -0.7047 -2.7463 0.018 -0.002 0.025 2.17
O -3.0131 -1.3014 -2.3927 0.001 0.005 0.004 -0.94
O -0.8570 -0.2513 -1.7096 -0.026 0.064 -0.048 -0.95
C -0.8865 -1.8023 -3.8682 0.033 -0.041 -0.075 -0.67
H -0.7253 -1.7762 -6.0332 -0.008 0.005 -0.004 0.23
H -2.3788 -1.7451 -5.4212 0.006 -0.007 0.006 0.22
H -0.3317 0.5227 -5.2628 0.000 -0.012 0.012 0.21
H -1.8736 0.5714 -6.1084 0.014 0.005 0.000 0.23
H -1.6326 1.5307 -3.5325 -0.023 -0.008 0.027 0.25
H -3.1205 0.6993 -4.0493 -0.002 -0.040 0.026 0.25
H -1.1346 -2.8259 -3.5972 -0.013 0.018 0.041 0.26
H 0.1807 -1.6253 -3.7347 -0.007 0.007 0.010 0.24


# 3
9
Properties=species:S:1:pos:R:3:forces:R:3:nbo_charge:R:1 method="wB97M-V/def2-TZVPD" gap_ev=9.318 homo_energy_ev=-9.5 smiles="O=C=CF.C#C"
O -2.9814 -1.5513 0.1258 -0.540 0.364 -0.191 -0.40
C -1.9208 -1.4805 -0.3264 -0.122 -0.505 0.715 0.63
C -0.6640 -1.5073 -0.6710 1.770 -0.228 -0.426 -0.12
F -0.2660 -2.0408 -1.8631 -0.351 0.188 -0.005 -0.32
H 0.1779 -1.2775 -0.0123 -0.786 0.068 -0.065 0.21
C 1.4576 2.4735 1.0086 1.473 -0.208 0.398 -0.24
C 1.2533 1.4912 0.3318 0.070 1.968 1.273 -0.24
H 2.0016 3.2055 1.6513 -1.226 -0.867 -0.983 0.25
H 0.9417 0.6872 -0.2446 -0.288 -0.780 -0.716 0.22


# 4
74
Properties=species:S:1:pos:R:3:forces:R:3:mulliken_charge:R:1 method="wB97M-V/def2-TZVPD" gap_ev="3.495 / 3.504" charge=-2 homo_energy_ev="-1.3 / -1.3"
Pt -0.1899 0.4988 1.6458 -0.233 0.626 -0.811 0.28
S -0.2312 3.9735 4.9731 -0.311 -0.818 -0.061 -0.64
Sb -1.7148 2.7128 3.6764 -0.222 2.338 -0.427 0.53
S -1.7691 -0.9013 3.3979 -0.106 1.311 -0.279 -0.36
S -0.7455 2.7259 1.4069 -0.247 -1.138 0.593 -0.37
S -3.6094 4.0493 3.3929 0.391 -0.935 0.279 -0.64
Se -0.6149 -2.6576 3.2666 0.157 -1.009 1.013 0.25
Se 0.0179 -4.7662 0.8128 0.305 -0.535 -0.004 -0.46
C -1.3444 -3.5631 0.3039 0.720 -1.034 0.164 -0.22
C -2.5886 -4.0327 -0.0969 -0.613 0.106 -0.151 -0.89
C -3.6033 -3.1064 -0.2599 0.059 -0.353 -0.045 -0.42
C -3.3230 -1.7624 -0.1018 0.089 0.474 -0.065 -1.19
C -2.0068 -1.3736 0.1743 -0.509 -0.575 0.175 -1.66
N -1.0634 -2.2799 0.4260 -0.165 0.635 -0.427 0.68
C 1.1580 -2.0245 2.9284 -0.500 0.553 -1.027 -0.21
C 2.2004 -2.5253 3.6876 0.728 -0.217 -0.003 -0.95
C 3.5032 -2.1743 3.3675 -0.498 0.346 -0.570 -0.44
C 3.6971 -1.3485 2.2496 0.425 -0.606 0.620 -1.04
C 2.6082 -0.9046 1.5441 -0.933 -0.147 -0.198 0.00
N 1.3274 -1.1856 1.8837 0.806 -0.816 0.644 0.59
H -2.7486 -5.0936 -0.2279 0.003 0.012 0.063 0.44
H -4.6074 -3.4391 -0.5037 -0.027 0.051 -0.005 0.38
H -4.0964 -1.0119 -0.1993 -0.026 0.058 -0.024 0.64
H -2.4634 0.6811 0.3554 0.210 -0.055 -0.175 0.95
H 1.9846 -3.2036 4.5026 -0.049 0.081 0.005 0.44
H 4.3401 -2.5445 3.9423 0.053 0.014 0.044 0.40
H 4.6963 -1.0788 1.9340 -0.027 0.055 -0.052 0.50
H 2.7477 -0.3074 0.6494 -0.098 0.123 0.080 0.40
I 4.9916 3.1432 2.9400 -0.339 -0.169 0.138 -0.01
C 3.2565 2.1612 3.6495 0.918 0.384 0.537 -0.43
C 3.1104 1.9066 5.0100 -0.921 -0.546 -0.407 -0.34
C 1.9571 1.2092 5.3873 1.217 0.557 0.201 -0.97
C 1.0607 0.8171 4.4289 -0.250 -0.106 -0.929 -0.17
N 1.2183 1.0876 3.1192 0.774 0.623 1.133 1.21
C 2.3200 1.7636 2.7361 -1.022 -0.138 0.020 -0.31
H 3.8384 2.2294 5.7345 0.100 0.071 0.057 0.42
H 1.7586 0.9866 6.4248 -0.015 0.014 0.035 0.47
H 0.1644 0.2671 4.6923 -0.063 -0.008 -0.108 0.38
H 2.4030 1.9952 1.6815 -0.052 -0.015 0.042 0.34
C -1.5859 0.0374 0.1969 0.219 0.822 -0.278 0.42
Ge -0.8897 0.4400 -1.6566 -0.016 -0.084 0.079 2.51
C -2.3600 0.8236 -2.9702 0.503 -0.030 0.444 -0.18
C -2.3993 1.9902 -3.7232 0.203 0.100 0.056 -0.65
C -3.4347 2.2425 -4.6074 -0.101 0.166 -0.164 -0.68
C -4.4519 1.3170 -4.7691 -0.073 0.016 -0.078 -0.44
C -4.4190 0.1386 -4.0405 -0.194 -0.033 -0.084 -0.83
C -3.3853 -0.0982 -3.1514 0.027 -0.265 0.150 -0.20
C 0.0200 -1.1928 -2.3092 -0.241 0.555 0.152 -0.11
C -0.2962 -1.8389 -3.4953 -0.206 0.289 -0.095 -0.45
C 0.3173 -3.0341 -3.8295 0.016 -0.231 -0.193 -0.63
C 1.2515 -3.6009 -2.9786 0.045 -0.008 -0.100 -0.70
C 1.5765 -2.9654 -1.7915 0.211 -0.080 0.003 -0.32
C 0.9593 -1.7732 -1.4670 0.142 0.200 0.065 0.39
C 0.4011 1.9593 -1.7371 -0.503 -0.573 -0.049 -0.27
C -0.0241 3.2781 -1.6349 -0.096 0.057 -0.045 -0.42
C 0.8823 4.3231 -1.6925 0.026 0.133 0.012 -0.80
C 2.2361 4.0578 -1.8234 0.085 0.140 -0.010 -0.65
C 2.6759 2.7476 -1.9046 0.194 0.020 0.034 -0.56
C 1.7606 1.7093 -1.8714 -0.025 -0.200 -0.039 -0.21
H -1.6000 2.7101 -3.6167 0.008 0.115 -0.045 0.34
H -3.4550 3.1708 -5.1673 0.034 -0.011 -0.019 0.39
H -5.2629 1.5102 -5.4621 0.000 0.006 0.018 0.34
H -5.2106 -0.5923 -4.1607 0.026 -0.026 0.012 0.39
H -3.3666 -1.0192 -2.5846 -0.062 -0.086 0.012 0.49
H -1.0379 -1.4043 -4.1569 -0.009 -0.050 -0.048 0.38
H 0.0519 -3.5371 -4.7526 -0.004 -0.003 -0.017 0.36
H 1.7147 -4.5451 -3.2323 0.002 -0.065 0.008 0.36
H 2.2815 -3.4139 -1.1071 -0.018 -0.035 0.064 0.46
H 1.1656 -1.2917 -0.5233 0.040 -0.129 0.046 -0.51
H -1.0746 3.4908 -1.4926 -0.067 0.067 0.020 0.70
H 0.5337 5.3453 -1.6205 -0.011 0.030 0.041 0.39
H 2.9497 4.8711 -1.8576 0.020 0.045 0.019 0.36
H 3.7356 2.5361 -1.9892 0.012 -0.011 -0.029 0.43
H 2.1003 0.6845 -1.9558 0.084 -0.058 -0.020 0.28


# 5
10
Properties=species:S:1:pos:R:3:forces:R:3:nbo_charge:R:1 method="wB97M-V/def2-TZVPD" gap_ev=10.204 homo_energy_ev=-9.5 smiles="NCC(=O)O"
N -0.7689 -0.7920 1.2124 0.643 -0.162 -0.502 -0.84
C 0.4212 -0.3160 0.4848 -1.480 -0.906 0.113 -0.34
C 0.0342 0.4482 -0.7661 0.134 0.270 0.611 0.78
O -1.0849 0.7594 -1.0677 -0.071 0.009 -0.187 -0.60
O 1.1091 0.7030 -1.5250 0.119 0.144 -0.199 -0.68
H -0.9033 -0.3531 2.1065 -0.122 0.264 -0.089 0.36
H -1.5780 -0.6921 0.6153 -0.188 0.143 0.276 0.38
H 1.0440 0.2530 1.1651 0.423 0.071 -0.310 0.23
H 0.9231 -1.2003 0.0793 0.546 0.185 0.311 0.21
H 0.8035 1.1899 -2.3046 -0.003 -0.019 -0.025 0.50


# 6
17
Properties=species:S:1:pos:R:3:forces:R:3:nbo_charge:R:1 method="wB97M-V/def2-TZVPD" gap_ev=8.671 homo_energy_ev=-7.5 smiles="CN1C=C[C@]1(C)N"
C -0.0521 0.3876 -2.0683 -0.257 -0.311 0.073 -0.42
N 0.3724 0.6909 -0.7224 0.396 -0.693 0.921 -0.46
C -0.2571 1.6519 0.0326 -0.132 -0.037 0.668 0.02
C -0.2646 1.0718 1.2553 -0.032 0.460 -0.441 -0.40
C 0.2515 -0.2423 0.7575 -0.060 0.436 -1.315 0.33
C -0.7561 -1.3415 0.5005 0.192 0.106 0.130 -0.64
N 1.4642 -0.7164 1.2463 -0.257 0.163 -0.321 -0.85
H -1.0314 -0.1101 -2.1206 0.009 -0.004 -0.023 0.17
H -0.1324 1.3148 -2.6464 0.090 -0.048 0.075 0.20
H 0.6853 -0.2600 -2.5443 -0.036 0.057 -0.057 0.20
H -0.6133 2.6007 -0.3503 0.010 0.039 -0.021 0.19
H -0.3223 1.4453 2.2618 -0.156 0.020 0.106 0.21
H -1.0249 -1.8126 1.4480 -0.060 -0.034 0.003 0.22
H -1.6569 -0.9313 0.0528 -0.021 0.023 0.033 0.23
H -0.3356 -2.1004 -0.1605 0.022 -0.029 -0.019 0.21
H 2.1638 -0.0076 1.4098 -0.010 -0.515 0.355 0.40
H 1.5093 -1.6410 1.6481 0.301 0.364 -0.167 0.39